(1)
The following is a DFT calculation (ωB97M-V/def2-TZVPD) of a 11-piece molecular cluster, C40H73ClFN11O5P overall at a distorted geometry.

Kohn-Sham gap   6.26 eV
DFT total energy   -3447.7921 Eh

Geometry as ORCA input:
```
! wB97M-V def2-TZVPD RIJCOSX def2/J DEFGRID3
* xyz -1 1
C 4.195 -3.868 3.717
C 4.595 -3.752 2.229
C 3.427 -3.270 1.329
C 3.679 -1.821 0.825
C 3.076 -0.743 1.741
C 1.859 -0.001 1.184
O 1.910 1.366 1.421
P 0.347 2.043 1.884
C 1.245 3.569 2.633
C 0.923 3.770 4.118
C 0.493 5.166 4.532
Cl -0.830 5.895 3.549
C 0.002 2.839 0.201
C 1.032 2.590 -0.902
C 0.449 2.918 -2.281
O -0.265 4.148 -2.296
C -1.618 4.026 -2.625
O -1.175 2.745 2.413
C -2.318 1.947 2.437
C -3.471 2.781 3.023
N -4.768 2.442 2.417
C -5.377 1.230 2.964
C -5.011 -0.036 2.189
C -6.009 -0.342 1.068
O -4.940 -1.151 3.098
O -0.371 0.555 1.268
C 0.434 -0.532 1.504
C -0.029 -1.651 0.559
F 0.307 -1.042 2.811
H 3.124 -3.743 3.857
H 4.494 -4.830 4.130
H 4.668 -3.067 4.285
H 5.421 -3.052 2.131
H 4.943 -4.709 1.834
H 3.318 -3.882 0.441
H 2.477 -3.229 1.857
H 4.749 -1.653 0.707
H 3.260 -1.756 -0.182
H 2.874 -1.143 2.738
H 3.828 0.034 1.891
H 1.893 -0.181 0.096
H 0.499 1.369 3.150
H 2.317 3.417 2.522
H 0.995 4.474 2.076
H 0.219 3.017 4.474
H 1.853 3.607 4.674
H 1.341 5.842 4.459
H 0.135 5.191 5.557
H -0.181 3.899 0.332
H -0.929 2.365 -0.126
H 1.891 3.242 -0.736
H 1.326 1.545 -0.947
H -0.236 2.105 -2.554
H 1.233 2.935 -3.045
H -1.770 3.685 -3.658
H -2.132 3.320 -1.964
H -2.085 4.998 -2.473
H -2.642 1.654 1.433
H -2.179 1.055 3.059
H -3.502 2.700 4.116
H -3.247 3.812 2.748
H -5.394 3.220 2.568
H -6.463 1.354 2.924
H -5.075 1.078 4.007
H -4.019 0.025 1.753
H -6.506 0.558 0.709
H -6.758 -1.054 1.418
H -5.501 -0.803 0.221
H -5.845 -1.388 3.319
H 0.530 -1.624 -0.368
H 0.129 -2.631 1.008
H -1.078 -1.471 0.345
C 2.008 -2.784 -3.456
C 1.759 -3.405 -2.164
N 1.561 -3.856 -1.126
H 2.934 -2.212 -3.412
H 2.098 -3.547 -4.225
H 1.186 -2.118 -3.702
C -1.003 -5.691 0.187
C -1.688 -6.978 0.170
N -2.220 -7.997 0.157
H -1.385 -5.072 0.997
H 0.065 -5.839 0.326
H -1.162 -5.174 -0.757
C -2.262 0.253 -4.245
C -1.517 -0.700 -3.435
N -0.928 -1.464 -2.813
H -3.224 0.463 -3.783
H -1.697 1.180 -4.334
H -2.425 -0.175 -5.229
C -1.889 -3.116 -7.292
C -2.918 -2.209 -6.800
N -3.717 -1.482 -6.409
H -1.175 -2.566 -7.902
H -1.365 -3.567 -6.452
H -2.346 -3.899 -7.893
C 2.694 -7.006 -4.731
C 2.554 -5.807 -5.547
N 2.442 -4.843 -6.160
H 3.702 -7.401 -4.828
H 2.505 -6.761 -3.687
H 1.979 -7.760 -5.056
C -1.625 7.976 -2.941
C -1.925 8.615 -4.216
N -2.160 9.120 -5.219
H -1.030 7.079 -3.105
H -1.067 8.661 -2.306
H -2.551 7.702 -2.440
C -1.084 9.228 -8.510
C 0.148 9.585 -9.204
N 1.116 9.867 -9.754
H -1.436 8.260 -8.861
H -0.913 9.176 -7.437
H -1.847 9.977 -8.706
C 8.309 -4.561 0.507
C 7.444 -3.766 -0.354
N 6.743 -3.144 -1.018
H 7.820 -4.721 1.466
H 8.509 -5.524 0.041
H 9.250 -4.040 0.667
C 1.244 3.905 8.799
C 2.012 4.688 7.840
N 2.591 5.306 7.067
H 1.827 3.755 9.706
H 0.323 4.428 9.048
H 0.998 2.937 8.366
C -3.480 -9.289 3.250
C -3.551 -8.957 4.668
N -3.607 -8.706 5.787
H -4.475 -9.252 2.812
H -2.839 -8.583 2.727
H -3.075 -10.291 3.129
*
```

=====

(2)
The following is a DFT calculation (ωB97M-V/def2-TZVPD) of C40H73GaI2NO7S as an isolated structure at a distorted geometry.

Kohn-Sham gap   6.66 eV
DFT total energy   -5067.6053 Eh

Geometry as ORCA input:
```
! wB97M-V def2-TZVPD RIJCOSX def2/J DEFGRID3
* xyz -1 1
C 1.639 1.202 -0.926
C 1.738 -0.209 -0.432
I 2.630 -0.279 1.494
C 1.350 -1.325 -1.025
I 0.446 -0.998 -2.930
Ga 1.479 -3.275 -0.280
C 3.383 -3.987 -0.677
C 3.586 -4.781 -1.954
C 3.623 -3.920 -3.213
S 2.381 -4.483 -4.407
C 0.073 -4.406 -1.190
C -1.315 -4.076 -0.587
C -2.432 -4.203 -1.593
N -3.767 -3.878 -1.055
C -4.375 -2.733 -1.730
C -3.651 -1.431 -1.489
C -3.473 -0.580 -2.584
C -2.734 0.601 -2.517
C -2.122 0.957 -1.318
C -2.328 0.152 -0.201
C -3.111 -1.013 -0.257
O -3.362 -1.705 0.883
H 0.606 1.480 -1.088
H 2.107 1.889 -0.235
H 2.180 1.282 -1.862
H 1.227 -3.195 1.299
H 3.633 -4.610 0.175
H 4.026 -3.112 -0.697
H 4.545 -5.296 -1.898
H 2.841 -5.565 -2.073
H 3.493 -2.873 -2.985
H 4.577 -4.025 -3.711
H 2.320 -3.397 -5.181
H 0.047 -4.176 -2.251
H 0.300 -5.458 -1.042
H -1.507 -4.733 0.254
H -1.286 -3.051 -0.245
H -2.431 -5.215 -1.995
H -2.195 -3.551 -2.431
H -4.377 -4.670 -1.169
H -4.330 -2.889 -2.808
H -5.424 -2.645 -1.454
H -3.872 -0.864 -3.543
H -2.601 1.209 -3.395
H -1.510 1.834 -1.237
H -1.869 0.422 0.739
H -2.768 -1.382 1.563
C 5.625 0.540 -4.845
C 5.037 0.696 -6.246
C 4.288 -0.620 -6.408
O 3.856 -0.998 -5.105
C 4.502 -0.190 -4.119
H 5.886 1.485 -4.370
H 6.522 -0.083 -4.880
H 4.338 1.535 -6.268
H 5.784 0.854 -7.024
H 4.944 -1.404 -6.805
H 3.416 -0.538 -7.060
H 3.768 0.511 -3.708
H 4.858 -0.828 -3.310
C -5.628 -3.183 -7.084
C -4.496 -4.184 -7.310
C -3.575 -3.877 -6.135
O -4.425 -3.440 -5.072
C -5.737 -3.183 -5.564
H -6.563 -3.456 -7.573
H -5.332 -2.195 -7.442
H -4.877 -5.205 -7.236
H -3.998 -4.076 -8.273
H -2.873 -3.073 -6.377
H -3.003 -4.741 -5.798
H -6.409 -3.976 -5.214
H -6.088 -2.232 -5.160
C -4.663 4.178 1.282
C -3.382 4.897 1.708
C -2.340 4.195 0.845
O -3.012 3.826 -0.361
C -4.420 3.964 -0.207
H -5.575 4.739 1.484
H -4.735 3.214 1.791
H -3.438 5.957 1.450
H -3.167 4.816 2.773
H -1.966 3.287 1.328
H -1.488 4.822 0.599
H -4.757 4.828 -0.793
H -4.909 3.069 -0.596
C 0.101 0.865 4.418
C 0.910 0.842 5.713
C 0.906 2.313 6.103
O -0.328 2.856 5.624
C -0.950 1.921 4.734
H -0.333 -0.097 4.154
H 0.732 1.186 3.587
H 0.394 0.251 6.474
H 1.915 0.441 5.599
H 1.736 2.850 5.629
H 0.967 2.467 7.182
H -1.818 1.482 5.239
H -1.299 2.453 3.848
C 3.212 4.664 0.965
C 2.676 5.148 -0.381
C 1.408 4.316 -0.522
O 0.926 4.096 0.806
C 1.926 4.470 1.756
H 3.898 5.363 1.443
H 3.727 3.709 0.843
H 2.429 6.212 -0.329
H 3.368 4.999 -1.209
H 1.620 3.347 -0.984
H 0.630 4.812 -1.103
H 1.617 5.401 2.247
H 2.006 3.692 2.513
C 1.480 1.146 11.110
C 2.528 2.205 10.771
C 3.385 1.471 9.747
O 2.510 0.574 9.064
C 1.263 0.487 9.753
H 0.562 1.554 11.530
H 1.890 0.424 11.820
H 2.049 3.072 10.310
H 3.101 2.548 11.630
H 4.176 0.890 10.234
H 3.845 2.139 9.019
H 0.500 1.019 9.172
H 0.971 -0.560 9.827
*
```

=====

(3)
The following is a DFT calculation (ωB97M-V/def2-TZVPD) of a 6-piece molecular cluster, C40H74O12 overall at a distorted geometry.

Structure (SMILES)   CC(C)=CCC[C@H](C)CCc1ccc2c(c1)C(=O)C=CC2=O.COCCOC.COCCOC.COCCOC.COCCOC.COCCOC
Kohn-Sham gap   6.77 eV
Energy above the lowest of the compared OMol25 structures with the same formula, charge and spin   50.25 kcal per mole
DFT total energy   -2471.0202 Eh

Geometry as ORCA input:
```
! wB97M-V def2-TZVPD RIJCOSX def2/J DEFGRID3
* xyz 0 1
C 6.277 -1.724 1.665
C 5.398 -2.729 2.497
C 4.618 -2.218 3.777
C 5.262 -4.051 2.112
C 4.840 -4.384 0.624
C 3.283 -4.311 0.385
C 2.735 -2.941 -0.170
C 3.535 -2.539 -1.492
C 2.702 -1.779 0.885
C 1.717 -0.594 0.475
C 0.247 -1.119 0.412
C -0.615 -0.588 -0.646
C -1.974 -1.116 -0.729
C -2.452 -2.135 0.187
C -1.557 -2.616 1.252
C -0.197 -2.127 1.380
C -2.117 -3.679 2.218
O -1.706 -3.832 3.351
C -3.305 -4.598 1.780
C -4.105 -4.100 0.800
C -3.875 -2.749 0.101
O -4.726 -2.164 -0.537
H 7.176 -1.389 2.241
H 6.547 -2.244 0.705
H 5.694 -0.806 1.375
H 5.196 -2.472 4.702
H 4.416 -1.119 3.681
H 3.608 -2.706 3.838
H 5.486 -4.871 2.839
H 5.130 -5.468 0.479
H 5.464 -3.806 -0.100
H 3.018 -5.103 -0.367
H 2.788 -4.561 1.364
H 1.688 -3.157 -0.539
H 3.749 -3.515 -2.014
H 4.532 -2.104 -1.231
H 2.910 -1.904 -2.163
H 2.461 -2.202 1.892
H 3.728 -1.311 0.878
H 2.042 -0.303 -0.567
H 1.852 0.297 1.146
H -0.221 0.178 -1.354
H -2.637 -0.713 -1.525
H 0.430 -2.538 2.197
H -3.479 -5.592 2.259
H -4.982 -4.709 0.469
C -7.911 -4.009 3.776
O -6.537 -4.369 3.774
C -5.674 -3.249 3.944
C -5.238 -3.085 5.393
O -6.337 -2.800 6.251
C -6.844 -3.958 6.897
H -8.495 -4.904 3.992
H -8.141 -3.251 4.527
H -8.194 -3.634 2.787
H -6.151 -2.337 3.568
H -4.790 -3.436 3.333
H -4.559 -2.228 5.453
H -4.694 -3.968 5.743
H -6.228 -4.193 7.770
H -6.873 -4.825 6.233
H -7.861 -3.743 7.229
C 3.685 3.619 -5.040
O 3.233 4.229 -3.840
C 1.958 3.752 -3.426
C 2.078 2.656 -2.376
O 2.726 1.497 -2.888
C 4.114 1.463 -2.581
H 4.765 3.756 -5.104
H 3.467 2.550 -5.074
H 3.216 4.111 -5.899
H 1.378 3.410 -4.289
H 1.429 4.601 -2.984
H 1.068 2.351 -2.081
H 2.592 3.022 -1.481
H 4.255 1.089 -1.562
H 4.585 2.444 -2.673
H 4.600 0.781 -3.279
C 10.088 5.508 -5.122
O 9.006 6.405 -4.923
C 7.746 5.745 -4.865
C 7.303 5.492 -3.430
O 8.184 4.604 -2.753
C 9.152 5.284 -1.967
H 11.005 6.010 -4.813
H 9.979 4.590 -4.541
H 10.165 5.255 -6.185
H 7.776 4.813 -5.439
H 7.019 6.407 -5.342
H 6.321 5.008 -3.453
H 7.199 6.431 -2.877
H 8.713 5.573 -1.008
H 9.543 6.173 -2.468
H 9.981 4.599 -1.784
C -2.219 0.977 2.612
O -3.149 1.411 1.630
C -4.457 0.895 1.848
C -5.346 1.888 2.583
O -4.867 2.163 3.894
C -4.084 3.346 3.956
H -1.367 1.657 2.596
H -2.646 0.974 3.617
H -1.870 -0.031 2.366
H -4.407 -0.061 2.383
H -4.890 0.701 0.863
H -6.340 1.443 2.696
H -5.457 2.815 2.010
H -4.739 4.220 4.016
H -3.421 3.451 3.093
H -3.472 3.300 4.857
C -5.479 2.614 -2.672
O -4.945 1.413 -3.207
C -5.327 0.260 -2.461
C -6.525 -0.445 -3.079
O -7.691 0.373 -3.062
C -7.899 1.058 -4.288
H -5.449 3.375 -3.452
H -6.512 2.497 -2.338
H -4.863 2.948 -1.830
H -5.521 0.526 -1.417
H -4.477 -0.424 -2.475
H -6.751 -1.330 -2.478
H -6.303 -0.779 -4.098
H -8.382 0.391 -5.007
H -6.967 1.435 -4.717
H -8.557 1.906 -4.095
*
```